## one
15
Properties=species:S:1:pos:R:3 method="wB97M-V/def2-TZVPD" total_charge=0 lumo_energy_ev=-0.087 gap_ev=7.92
C -0.41877 1.38263 -1.15996
C 0.35045 0.46394 -0.19564
C -0.60175 -0.58749 0.34085
C -0.90615 -0.75863 1.67470
C -1.40824 -1.34190 2.73328
C 1.50936 -0.14798 -0.86847
C 2.44418 -0.66462 -1.42523
H -0.83144 0.80311 -1.99242
H -1.24248 1.87347 -0.63296
H 0.24608 2.14601 -1.57462
H 0.71403 1.06829 0.64662
H -1.02309 -1.26457 -0.40596
H 0.26449 -0.82934 1.63961
H -2.36905 -1.01537 3.13619
H 3.27237 -1.12754 -1.91600



## two
15
Properties=species:S:1:pos:R:3 method="wB97M-V/def2-TZVPD" total_charge=0 smiles="C#CCC1=C(C)C1" lumo_energy_ev=0.907 gap_ev=9.77
C 2.95262 -0.95968 -0.61240
C 1.81121 -1.16254 -0.23264
C 0.51537 -1.57023 0.27597
C -0.45514 -0.45776 0.09895
C -0.84553 0.77681 0.10635
C -0.60340 2.25282 0.19806
C -1.94174 -0.28362 -0.19007
H 4.04244 -0.89224 -0.52578
H 0.21423 -2.47867 -0.34205
H 0.68677 -1.70361 1.42234
H 0.43024 2.41843 0.63368
H -1.41436 2.73422 0.72375
H -0.74896 2.63822 -0.87241
H -2.62441 -0.73671 0.54713
H -2.01933 -0.57544 -1.23088



## three
15
Properties=species:S:1:pos:R:3 method="wB97M-V/def2-TZVPD" total_charge=0 smiles="CC#CC1=C(C)C1" lumo_energy_ev=0.635 gap_ev=8.61
C -0.79931 -0.21174 -3.06029
C -0.14065 -0.20288 -1.74017
C 0.57910 -0.67651 -0.90918
C 0.88333 -0.52016 0.39395
C 0.26570 0.17263 1.24343
C -0.89590 0.45264 2.14092
C 1.75085 0.01583 1.47226
H -1.32953 -1.15155 -3.02736
H -0.06656 -0.11011 -3.93610
H -1.44431 0.70321 -3.18473
H -1.57627 -0.30237 1.97147
H -1.27469 1.35937 2.02028
H -0.42560 0.29433 3.06927
H 1.99575 -0.56637 2.29806
H 2.47809 0.74367 1.24818



## four
15
Properties=species:S:1:pos:R:3 method="wB97M-V/def2-TZVPD" total_charge=0 smiles=C#CC[C@H](C)C#C lumo_energy_ev=1.012 gap_ev=10.96
C -1.22845 -1.71469 -2.24812
C -0.43233 -0.98081 -1.72243
C 0.52986 -0.13456 -1.01328
C 0.14959 -0.00908 0.48049
C -1.15584 0.76459 0.69282
C 1.26366 0.50650 1.29401
C 2.17444 0.80222 2.02648
H -1.91595 -2.36176 -2.74342
H 0.58542 0.85818 -1.47838
H 1.52852 -0.57832 -1.08589
H -0.01408 -1.02896 0.85211
H -1.11406 1.77057 0.25959
H -1.97542 0.21157 0.22457
H -1.36786 0.86297 1.76119
H 2.97251 1.03157 2.70027



Of them, the most stable is four and the least stable is one.



## one
15
Properties=species:S:1:pos:R:3 method="wB97M-V/def2-TZVPD" total_charge=0 smiles="C=C=C1C[C@H]1C=C" lumo_energy_ev=0.987 gap_ev=9.71
C -3.08756 -0.92246 -0.05886
C -1.98872 -0.14705 -0.08263
C -0.83512 0.41559 -0.01054
C -0.19439 1.73168 0.18739
C 0.65778 0.63888 -0.41873
C 1.70898 -0.10649 0.29031
C 2.53549 -1.08262 -0.11813
H -3.87026 -0.93797 -0.74312
H -3.24424 -1.63650 0.88507
H -0.50602 2.58530 -0.43000
H 0.05993 1.89253 1.14933
H 0.94125 0.63406 -1.48843
H 2.05600 -0.00498 1.34036
H 3.19532 -1.61940 0.62293
H 2.57155 -1.44057 -1.12497



## two
15
Properties=species:S:1:pos:R:3 method="wB97M-V/def2-TZVPD" total_charge=0 lumo_energy_ev=-0.118 gap_ev=9.26
C 1.14726 -0.73461 1.01320
C 0.03710 0.04311 0.33247
C -0.25556 1.41708 0.90479
C -0.30258 -0.25084 -1.04902
C -0.17834 -0.24270 -2.36368
C -1.21261 -0.79062 -0.05123
C -2.24876 -1.44429 0.32817
H 1.27773 -1.71774 0.55454
H 0.91252 -0.87083 2.07382
H 2.09008 -0.18102 0.93657
H 0.63600 2.04984 0.82819
H -1.07720 1.89909 0.36960
H -0.52841 1.33180 1.96165
H 0.62958 0.25436 -2.88935
H -0.92682 -0.76262 -2.94973



## three
15
Properties=species:S:1:pos:R:3 method="wB97M-V/def2-TZVPD" total_charge=0 lumo_energy_ev=-0.368 gap_ev=9.77
C -0.34124 0.90148 1.17385
C 0.58727 0.17610 0.19233
C -0.19555 -0.39175 -1.01225
C -1.07385 -1.49189 -0.60888
C -1.75842 -2.40975 -0.23510
C 1.70200 2.04534 -1.18506
C 1.69017 1.10240 -0.29122
H -0.88195 1.70624 0.66127
H -1.07011 0.20230 1.59817
H 0.22697 1.35428 1.99175
H 1.05944 -0.66870 0.70909
H -0.78459 0.40996 -1.48008
H 0.50555 -0.75250 -1.77270
H -2.35706 -3.22845 0.09703
H 2.69135 1.04493 0.16181



Of them, the most stable is one and the least stable is three.



## one
15
Properties=species:S:1:pos:R:3 method="wB97M-V/def2-TZVPD" total_charge=0 smiles=C#CC[C@H](C)C#C lumo_energy_ev=0.826 gap_ev=10.60
C 2.85705 1.66687 -0.41813
C 1.88836 0.93960 -0.35836
C 0.47304 0.66249 -0.34328
C -0.26203 -0.39772 0.48585
C -0.33956 -1.81184 -0.08933
C -1.62066 0.15004 0.68070
C -2.71730 0.63328 0.80451
H 3.86718 1.71480 -0.71738
H 0.06732 0.70284 -1.37001
H 0.38682 1.56639 0.27928
H 0.23717 -0.42918 1.45884
H -0.82980 -1.81432 -1.06856
H 0.65925 -2.24369 -0.19082
H -0.93264 -2.44580 0.57863
H -3.68989 1.05888 0.92730



## two
15
Properties=species:S:1:pos:R:3 method="wB97M-V/def2-TZVPD" total_charge=0 lumo_energy_ev=0.064 gap_ev=10.13
C 0.02776 -1.39729 0.87946
C -0.61806 -0.01698 0.69257
C 0.42886 1.09644 0.45254
C 1.26447 0.89019 -0.73918
C 1.96710 0.75442 -1.70920
C -1.68483 -0.14971 -1.71631
C -1.64583 -0.05413 -0.42035
H 0.62430 -1.67836 0.00442
H 0.68403 -1.41009 1.75769
H -0.74419 -2.15945 1.01822
H -1.15415 0.24686 1.61284
H -0.08879 2.05838 0.35718
H 1.08361 1.17381 1.33195
H 2.61574 0.66963 -2.55583
H -2.72734 -0.02451 -0.18300



## three
15
Properties=species:S:1:pos:R:3 method="wB97M-V/def2-TZVPD" total_charge=0 smiles=C#CC(C)(C)C#C lumo_energy_ev=0.984 gap_ev=10.97
C 1.93900 -1.56630 0.85043
C 1.13005 -0.86953 0.29397
C -0.01340 -0.00766 -0.07407
C -0.92713 -0.66979 -1.12622
C -0.74591 0.18414 1.27519
C 0.43623 1.29102 -0.61794
C 0.73096 2.34824 -1.11393
H 2.63719 -2.16614 1.38983
H -0.39680 -0.80210 -2.07388
H -1.79286 -0.02468 -1.30934
H -1.27639 -1.64571 -0.77605
H -1.03069 -0.80309 1.65281
H -0.05568 0.63402 1.99379
H -1.63564 0.81261 1.18603
H 1.00109 3.28497 -1.55062



Of them, the most stable is three and the least stable is two.



## one
15
Properties=species:S:1:pos:R:3 method="wB97M-V/def2-TZVPD" total_charge=0 lumo_energy_ev=-0.111 gap_ev=8.43
C -0.13774 -1.55015 -0.56059
C -0.25954 -0.11680 -0.08004
C 0.24893 0.97644 -0.92628
C 1.01682 0.63955 0.39103
C 2.29162 0.10290 0.05110
C -1.43733 0.15858 0.72364
C -2.43411 0.35291 1.37491
H -1.04191 -1.83350 -1.11054
H 0.73497 -1.65363 -1.20662
H -0.02093 -2.22674 0.29077
H 0.82013 1.34201 1.20258
H 0.74401 0.69662 -1.85008
H -0.24568 1.94249 -0.91819
H 3.03601 0.65202 0.66238
H -3.31524 0.51730 1.95594



## two
15
Properties=species:S:1:pos:R:3 method="wB97M-V/def2-TZVPD" total_charge=0 lumo_energy_ev=-0.290 gap_ev=7.92
C -0.71536 1.23751 -0.13339
C 0.28228 0.28859 -0.26305
C -2.09481 0.64003 0.06019
C -0.44849 -0.98031 -0.24789
C -1.81713 -0.80124 -0.05968
C 1.77143 0.73438 -0.37839
C 2.63633 -0.27783 0.13021
H -0.53631 2.30278 -0.22553
H -2.57495 1.15915 0.95560
H -2.83785 0.80118 -0.68179
H 0.11292 -1.98058 -0.25163
H -2.55456 -1.67323 -0.12348
H 2.40274 -1.32669 0.02160
H 2.74329 -0.11497 1.27009
H 3.63047 -0.00877 -0.07285



Of them, the most stable is two and the least stable is one.